Below is C48H39N2O3P2S2W as an isolated structure, with properties calculated with the ωB97M-V functional and the def2-TZVPD basis.

Its HOMO energy (spin up / spin down) is -16.03 / -16.05 eV. For the HOMO-LUMO gap (spin up / spin down), the calculation gives 7.4 / 6.3 eV. Its multiplicity is 3. As for the total charge: +3.

Structure (XYZ):
```
97
C48H39N2O3P2S2W the ωB97M-V functional and the def2-TZVPD basis
W -0.20 0.55 -0.39
O -1.81 -2.39 -0.61
S -1.05 -1.61 0.36
C -2.09 -1.28 1.76
C -3.17 -2.11 1.98
C -3.96 -1.85 3.09
C -3.67 -0.80 3.95
C -2.58 0.03 3.70
C -1.80 -0.19 2.57
P -0.38 0.81 2.12
C -0.84 2.51 1.75
C -1.65 3.36 2.50
C -1.94 4.62 2.01
C -1.44 5.05 0.78
C -0.64 4.21 0.01
C -0.35 2.96 0.52
C 0.70 0.78 3.53
C 0.90 -0.44 4.20
C 1.64 -0.47 5.36
C 2.18 0.72 5.87
C 1.99 1.92 5.20
C 1.26 1.96 4.03
C 0.32 -2.53 1.01
C 0.01 -3.77 1.57
C 1.05 -4.58 1.98
C 2.37 -4.18 1.81
C 2.66 -2.95 1.23
C 1.63 -2.08 0.85
P 2.05 -0.50 0.06
C 3.09 0.51 1.12
C 3.84 0.01 2.19
C 4.74 0.83 2.85
C 4.90 2.15 2.47
C 4.15 2.67 1.42
C 3.25 1.85 0.75
C 3.06 -0.95 -1.36
C 4.16 -0.16 -1.71
C 4.93 -0.50 -2.82
C 4.61 -1.63 -3.56
C 3.52 -2.42 -3.21
C 2.74 -2.08 -2.11
H -3.39 -2.93 1.30
H -4.82 -2.49 3.30
H -4.29 -0.62 4.82
H -2.35 0.84 4.38
H -2.04 3.04 3.45
H -2.54 5.30 2.60
H -1.68 6.04 0.42
H -0.25 4.54 -0.95
H 0.44 2.41 -0.04
H 0.45 -1.35 3.83
H 1.78 -1.40 5.89
H 2.74 0.69 6.80
H 2.41 2.83 5.61
H 1.11 2.90 3.52
H -1.01 -4.11 1.65
H 0.83 -5.55 2.42
H 3.18 -4.83 2.11
H 3.69 -2.67 1.06
H 3.73 -1.02 2.51
H 5.33 0.42 3.67
H 5.62 2.78 2.98
H 4.28 3.70 1.11
H 2.72 2.25 -0.11
H 4.43 0.71 -1.13
H 5.78 0.10 -3.09
H 5.21 -1.90 -4.42
H 3.28 -3.31 -3.78
H 1.90 -2.71 -1.84
C -3.88 -2.11 -7.16
C -2.97 -1.54 -6.11
C -2.65 -2.28 -4.97
C -1.79 -1.78 -4.01
C -1.24 -0.52 -4.23
C -1.53 0.25 -5.37
C -2.40 -0.28 -6.29
S -0.13 0.18 -3.17
O 0.10 -0.79 -1.99
O 1.06 0.62 -3.80
N -0.77 1.39 -2.27
C -2.17 1.43 -1.96
C -3.19 1.89 -2.76
C -4.45 1.95 -2.19
C -4.63 1.59 -0.85
C -3.55 1.15 -0.12
N -2.34 1.05 -0.69
H -4.72 -2.63 -6.70
H -3.34 -2.84 -7.76
H -4.26 -1.34 -7.82
H -3.08 -3.26 -4.83
H -1.56 -2.35 -3.12
H -1.05 1.21 -5.54
H -2.64 0.29 -7.18
H -3.00 2.20 -3.78
H -5.29 2.30 -2.77
H -5.60 1.65 -0.39
H -3.64 0.87 0.92
```

---

Below is C48H40N7OPtS3 as an isolated structure, with properties calculated with the ωB97M-V functional and the def2-TZVPD basis.

Its HOMO energy is -9.06 eV. For the HOMO-LUMO gap, the calculation gives 6.1 eV. As for the total charge: +1. For the energy above the lowest of the compared OMol25 structures with the same formula, charge and spin, the calculation gives 261.1 kJ/mol.

Structure (XYZ):
```
100
C48H40N7OPtS3 the ωB97M-V functional and the def2-TZVPD basis
Pt 1.16 1.62 -1.73
O -0.02 5.44 -2.27
C 0.10 4.24 -2.07
N 1.23 3.55 -1.95
C 2.53 4.18 -2.03
C 3.58 3.11 -1.88
C 4.93 3.41 -1.83
C 5.87 2.39 -1.79
C 5.42 1.08 -1.76
C 4.07 0.84 -1.75
N 3.17 1.82 -1.83
C -1.08 3.32 -1.86
C -2.38 3.84 -1.53
C -3.43 2.94 -1.99
C -3.20 1.61 -1.93
C -1.89 1.19 -1.63
N -0.85 2.01 -1.76
H 2.64 4.95 -1.26
H 2.66 4.69 -2.99
H 5.25 4.45 -1.83
H 6.92 2.62 -1.79
H 6.12 0.25 -1.75
H 3.65 -0.16 -1.69
H -2.49 4.86 -1.90
H -4.39 3.35 -2.30
H -3.95 0.87 -2.16
H -1.68 0.17 -1.37
N 1.42 0.84 0.75
S 0.15 1.04 1.44
N -1.07 -0.07 1.19
S -0.67 -1.56 1.07
N -0.07 -2.20 -0.19
S 0.40 -1.66 -1.67
N 1.22 -0.48 -1.85
C -1.10 -1.76 -2.64
C -1.08 -1.09 -3.86
C -2.19 -1.15 -4.68
C -3.31 -1.87 -4.28
C -3.32 -2.54 -3.06
C -2.21 -2.49 -2.23
C 1.30 -3.11 -2.20
C 2.59 -3.24 -1.70
C 3.39 -4.28 -2.14
C 2.90 -5.17 -3.09
C 1.62 -5.03 -3.60
C 0.81 -3.99 -3.15
C -2.19 -2.42 1.36
C -2.13 -3.81 1.44
C -3.30 -4.52 1.60
C -4.52 -3.84 1.68
C -4.56 -2.45 1.60
C -3.38 -1.73 1.44
C 0.40 -2.00 2.40
C 1.76 -2.00 2.18
C 2.61 -2.16 3.26
C 2.09 -2.32 4.54
C 0.72 -2.31 4.75
C -0.14 -2.15 3.68
C 0.26 1.08 3.24
C 1.53 1.16 3.79
C 1.65 1.33 5.16
C 0.52 1.40 5.96
C -0.75 1.31 5.39
C -0.88 1.15 4.03
C -0.73 2.58 1.14
C 0.12 3.68 1.14
C -0.42 4.97 0.99
C -1.73 5.11 0.65
C -2.53 3.96 0.26
C -2.07 2.70 0.86
H -0.19 -0.52 -4.13
H -2.19 -0.63 -5.63
H -4.18 -1.92 -4.92
H -4.20 -3.09 -2.75
H -2.19 -3.01 -1.28
H 2.96 -2.52 -0.98
H 4.40 -4.38 -1.77
H 3.53 -5.98 -3.45
H 1.25 -5.70 -4.36
H -0.19 -3.88 -3.55
H -1.17 -4.31 1.35
H -3.28 -5.60 1.67
H -5.44 -4.39 1.81
H -5.51 -1.93 1.65
H -3.38 -0.65 1.36
H 2.14 -1.85 1.17
H 3.69 -2.15 3.11
H 2.76 -2.44 5.38
H 0.32 -2.42 5.75
H -1.22 -2.12 3.83
H 2.39 1.11 3.13
H 2.64 1.42 5.61
H 0.62 1.55 7.03
H -1.63 1.37 6.02
H -1.86 1.08 3.56
H 1.17 3.53 1.37
H 0.20 5.83 1.14
H -2.17 6.09 0.55
H -3.59 4.13 0.41
H -2.74 1.85 0.93
```

---

Below is a 7-piece molecular cluster, C48H40O17 overall, with properties calculated with the ωB97M-V functional and the def2-TZVPD basis.

Its HOMO energy is -10.09 eV. For the HOMO-LUMO gap, the calculation gives 8.4 eV. As for the total charge: 0.

Structure (XYZ):
```
105
C48H40O17 the ωB97M-V functional and the def2-TZVPD basis
C 2.30 -2.85 0.98
C 1.15 -3.37 0.07
C 0.92 -2.53 -1.13
C 0.17 -1.45 -1.30
C -0.75 -0.66 -0.43
C -0.62 -0.85 1.08
C -1.54 -1.90 1.76
C -2.61 -2.53 0.91
O -2.08 -3.38 -0.12
C -2.93 -4.44 -0.33
C -3.87 -4.24 -1.48
O -2.90 -5.45 0.35
C 0.34 -1.03 -2.74
O -0.15 -0.08 -3.30
O 1.14 -1.94 -3.35
C 1.59 -2.86 -2.42
O 2.39 -3.71 -2.66
H 3.15 -3.51 0.94
H 1.91 -2.75 1.98
H 2.57 -1.86 0.65
H 1.48 -4.34 -0.30
H 0.24 -3.57 0.62
H -1.75 -0.77 -0.82
H -0.50 0.37 -0.62
H 0.41 -1.02 1.32
H -0.85 0.11 1.52
H -0.93 -2.66 2.21
H -2.05 -1.43 2.59
H -3.32 -3.04 1.55
H -3.16 -1.73 0.41
H -4.26 -3.23 -1.42
H -3.32 -4.30 -2.41
H -4.66 -4.98 -1.47
O 1.67 1.00 1.20
C 1.60 2.15 1.59
C 2.30 3.24 0.86
C 2.23 4.50 1.28
C 1.45 4.86 2.49
O 1.38 6.01 2.87
C 0.75 3.77 3.22
C 0.82 2.51 2.79
H 2.86 2.95 -0.02
H 2.73 5.31 0.77
H 0.19 4.06 4.10
H 0.32 1.70 3.30
O -3.18 2.30 0.02
C -3.27 2.49 -1.17
C -4.36 3.33 -1.74
C -4.46 3.54 -3.05
C -3.49 2.94 -4.01
O -3.59 3.12 -5.20
C -2.41 2.10 -3.43
C -2.31 1.90 -2.13
H -5.05 3.76 -1.03
H -5.25 4.15 -3.48
H -1.71 1.66 -4.13
H -1.51 1.30 -1.72
O 5.00 -1.22 -0.40
C 5.68 -1.23 -1.41
C 7.12 -0.89 -1.36
C 7.86 -0.89 -2.46
C 7.28 -1.24 -3.78
O 7.96 -1.25 -4.79
C 5.84 -1.59 -3.83
C 5.10 -1.59 -2.72
H 7.52 -0.63 -0.39
H 8.92 -0.64 -2.45
H 5.44 -1.84 -4.80
H 4.05 -1.84 -2.74
O 3.12 0.20 -6.33
C 2.68 -0.67 -7.05
C 1.68 -1.66 -6.56
C 1.21 -2.61 -7.35
C 1.64 -2.73 -8.76
O 1.20 -3.60 -9.49
C 2.63 -1.74 -9.26
C 3.11 -0.79 -8.47
H 1.38 -1.55 -5.52
H 0.48 -3.34 -7.01
H 2.94 -1.85 -10.29
H 3.84 -0.06 -8.81
O -6.35 -4.93 6.68
C -5.34 -4.65 6.08
C -4.31 -3.75 6.68
C -3.20 -3.44 6.03
C -2.94 -3.96 4.66
O -1.93 -3.68 4.06
C -3.96 -4.86 4.06
C -5.07 -5.17 4.72
H -4.52 -3.38 7.68
H -2.44 -2.79 6.44
H -3.75 -5.23 3.06
H -5.83 -5.82 4.30
O -0.63 5.35 5.46
C -0.69 6.50 5.84
C 0.01 7.59 5.12
C -0.07 8.85 5.54
C -0.84 9.21 6.75
O -0.91 10.36 7.13
C -1.54 8.12 7.47
C -1.47 6.86 7.05
H 0.57 7.30 4.24
H 0.44 9.66 5.03
H -2.11 8.41 8.35
H -1.97 6.05 7.56
```

---

Below is C48H41GeMnN7O9 as an isolated structure, with properties calculated with the ωB97M-V functional and the def2-TZVPD basis.

Its HOMO energy (spin up / spin down) is -1.52 / -3.17 eV. For the HOMO-LUMO gap (spin up / spin down), the calculation gives 5.4 / 7.1 eV. Its multiplicity is 6. As for the total charge: -2. For the energy above the lowest of the compared OMol25 structures with the same formula, charge and spin, the calculation gives 49.1 kJ/mol.

Structure (XYZ):
```
107
C48H41GeMnN7O9 the ωB97M-V functional and the def2-TZVPD basis
Mn 1.60 -0.49 -1.09
C -1.63 -5.36 -0.09
C -2.35 -4.73 -1.10
C -2.01 -3.47 -1.54
C -0.91 -2.78 -0.98
C -0.19 -3.42 0.05
C -0.55 -4.68 0.48
N -0.49 -1.56 -1.44
N -1.29 -0.99 -2.31
C -0.73 -0.07 -3.11
C -1.55 0.66 -4.00
C -0.98 1.51 -4.90
C 0.41 1.65 -4.93
C 1.15 0.93 -4.02
N 0.63 0.10 -3.12
H -1.89 -6.35 0.24
H -3.19 -5.25 -1.56
H -2.56 -2.99 -2.34
H 0.64 -2.89 0.49
H 0.02 -5.16 1.27
H -2.62 0.52 -3.92
H -1.61 2.08 -5.58
H 0.90 2.31 -5.64
H 2.23 1.01 -4.02
O 1.84 3.44 -0.05
C 2.14 2.47 -0.73
O 1.46 1.39 -0.81
C 3.40 2.55 -1.59
C 3.94 3.79 -1.76
C 5.06 3.99 -2.58
C 5.62 2.93 -3.26
C 5.10 1.66 -3.11
C 3.97 1.37 -2.23
O 3.55 0.21 -2.05
N 5.73 0.63 -3.91
O 5.53 -0.55 -3.67
O 6.48 0.99 -4.82
N 5.64 5.29 -2.71
O 6.64 5.43 -3.42
O 5.13 6.23 -2.12
H 3.48 4.62 -1.24
H 6.48 3.08 -3.89
C 4.38 -1.14 3.37
N 4.61 -0.29 2.20
C 5.97 0.06 1.84
C 3.72 -0.43 1.23
N 2.92 -0.60 0.43
H 4.79 -0.65 4.25
H 4.86 -2.12 3.25
H 3.30 -1.28 3.48
H 6.44 0.57 2.68
H 5.95 0.73 0.98
H 6.57 -0.82 1.58
C 3.22 -4.76 -2.89
C 2.09 -4.15 -3.40
C 1.62 -2.96 -2.87
C 2.22 -2.35 -1.77
C 3.36 -2.99 -1.26
C 3.86 -4.16 -1.82
H 3.60 -5.68 -3.32
H 1.55 -4.61 -4.23
H 0.75 -2.51 -3.33
H 3.89 -2.57 -0.42
H 4.76 -4.61 -1.41
O 1.49 -1.42 2.71
C 0.43 -0.99 2.20
O 0.27 -0.56 1.02
C -0.84 -1.10 3.10
C -2.15 -1.25 2.32
Ge -3.29 0.38 2.21
C -5.05 -0.34 1.65
C -5.06 -1.02 0.43
C -6.22 -1.58 -0.08
C -7.41 -1.47 0.63
C -7.43 -0.79 1.84
C -6.26 -0.23 2.34
C -3.30 1.24 4.01
C -4.22 1.02 5.03
C -4.14 1.72 6.23
C -3.11 2.62 6.44
C -2.16 2.83 5.44
C -2.27 2.15 4.24
C -3.05 1.94 1.05
C -1.90 2.24 0.34
C -1.81 3.41 -0.40
C -2.88 4.29 -0.43
C -4.04 4.01 0.28
C -4.12 2.84 1.02
H -0.86 -0.23 3.75
H -0.67 -1.97 3.74
H -2.81 -1.98 2.79
H -1.94 -1.60 1.31
H -4.13 -1.10 -0.14
H -6.20 -2.10 -1.03
H -8.32 -1.91 0.23
H -8.36 -0.70 2.39
H -6.30 0.31 3.27
H -5.01 0.29 4.90
H -4.88 1.56 7.00
H -3.04 3.16 7.38
H -1.35 3.52 5.60
H -1.54 2.34 3.45
H -1.05 1.56 0.39
H -0.90 3.64 -0.94
H -2.81 5.21 -1.00
H -4.88 4.69 0.25
H -5.02 2.61 1.58
```